(1)
C4H24N2O7 | the ωB97M-V functional and the def2-TZVPD basis

Element x y z (Å)
C1 -0.2834 -0.8343 -2.4132
N1 0.4275 -0.6442 -3.6738
C2 0.1349 0.3346 -1.4112
C3 -0.3253 1.6401 -2.0994
N2 -0.2915 0.0433 -0.0674
C4 0.5428 0.4576 0.9590
O1 0.8720 1.8894 1.0647
H1 -0.1212 -1.7708 -1.8521
H2 -1.3864 -1.0332 -2.6285
H3 0.4327 -1.5458 -4.2070
H4 1.4195 -0.4971 -3.5942
H5 1.2758 0.5185 -1.4607
H6 -1.4380 1.6927 -2.1723
H7 0.0595 2.5616 -1.5943
H8 -0.1549 1.5090 -3.1260
H9 -1.2895 0.3080 0.0475
H10 1.6303 0.0629 0.8412
H11 0.3599 0.1986 2.0524
H12 0.1290 2.5083 1.0316
H13 3.4688 -1.1163 1.5434
H14 3.1834 0.3325 1.6342
O2 3.8753 -0.2423 1.4860
H15 -0.9758 -1.8990 -0.3822
H16 -1.5605 -2.0354 1.1053
O3 -1.4497 -2.4557 0.2588
H17 -4.4890 1.3590 1.5900
H18 -3.9150 0.2053 0.6897
O4 -3.6474 1.0710 1.1369
H19 0.9004 -2.1395 0.6337
H20 1.4411 -3.2469 1.3336
O5 1.2914 -2.3365 1.4422
H21 2.3393 3.0709 1.9037
H22 3.0380 1.8215 2.3550
O6 2.6039 2.6514 2.7476
H23 -3.9440 -1.7024 -0.6991
H24 -2.5844 -1.5111 -0.2401
O7 -3.4436 -0.9564 -0.4897

Cartesian forces (eV/Å) of the 6 atoms listed first:
C -0.06 -0.10 1.04
N -0.35 -2.17 -1.07
C 0.75 0.66 -2.62
C -1.94 0.32 2.06
N -1.59 0.11 -0.20
C 3.53 1.28 2.76

Values from the calculation:
SMILES string ... C[C@H](CN)NCO.O.O.O.O.O.O
DFT total energy ... -802.887963 Eh
Net charge ... 0
LUMO ... 0.22 eV
Spin multiplicity ... 1
Relative energy (zero: lowest compared OMol25 entry of this formula, charge and spin) ... 89.7 kcal per mole
Frontier orbital gap ... 10.02 eV

(2)
C17H25FNPPtSi | the ωB97M-V functional and the def2-TZVPD basis

Element x y z (Å)
Pt1 -1.1314 0.4151 -1.1037
C1 0.3784 -1.9779 1.4581
Si1 -1.1314 -0.9460 1.9548
C2 -2.6412 -1.9779 1.4581
C3 -1.1314 -0.7836 3.8062
N1 -1.1314 0.4767 0.9760
C4 -1.1314 1.7865 1.2963
C5 -1.1314 2.3411 2.5870
C6 -1.1314 3.7274 2.8165
C7 -1.1314 4.6192 1.7525
C8 -1.1314 4.1163 0.4600
C9 -1.1314 2.7335 0.2439
F1 -1.1314 2.3313 -1.0421
H1 0.3752 -2.9340 1.9898
H2 1.3016 -1.4461 1.7066
H3 0.3702 -2.1792 0.3828
H4 -2.6380 -2.9340 1.9897
H5 -2.6330 -2.1792 0.3828
H6 -3.5644 -1.4461 1.7066
H7 -1.1314 -1.7747 4.2720
H8 -2.0217 -0.2596 4.1669
H9 -0.2412 -0.2596 4.1669
H10 -1.1314 1.7083 3.4634
H11 -1.1314 4.0941 3.8381
H12 -1.1314 5.6884 1.9281
H13 -1.1314 4.7775 -0.3979
C10 3.0739 0.5141 -0.6913
P1 1.2850 0.4151 -1.1037
C11 1.2042 1.7316 -2.3746
C12 1.2264 -1.1429 -2.0484
C13 0.7499 -1.2226 -3.3638
C14 0.7122 -2.4449 -4.0438
C15 1.1384 -3.6105 -3.4141
C16 1.5960 -3.5560 -2.1015
C17 1.6345 -2.3335 -1.4245
H14 3.3524 -0.2553 0.0345
H15 3.3034 1.4872 -0.2465
H16 3.7007 0.3918 -1.5800
H17 1.9371 1.5810 -3.1731
H18 1.4059 2.7053 -1.9172
H19 0.2073 1.7829 -2.8224
H20 0.3917 -0.3412 -3.8872
H21 0.3424 -2.4839 -5.0652
H22 1.1049 -4.5598 -3.9416
H23 1.9178 -4.4639 -1.5985
H24 1.9817 -2.3258 -0.3932
H25 -2.8492 0.4151 -1.1037

Cartesian forces (eV/Å) of the 6 atoms listed first:
Pt -2.74 -6.33 0.29
C -0.39 0.26 0.24
Si -0.27 -0.97 -0.99
C 0.30 0.23 0.21
C 0.03 0.31 0.37
N -0.12 0.02 1.51

Values from the calculation:
DFT total energy ... -1567.425799 Eh
Net charge ... 0
<S²> ... 2.00
LUMO (spin up / spin down) ... 0.35 / -0.49 eV
Spin multiplicity ... 3
Frontier orbital gap (spin up / spin down) ... 7.05 / 6.58 eV

(3)
C4H6N2 | the ωB97M-V functional and the def2-TZVPD basis

Element x y z (Å)
C1 -1.2444 -0.8461 -0.1727
C2 -0.2852 1.2201 0.7240
C3 -0.0354 -0.2717 0.5918
C4 1.2258 -0.3473 -0.2259
N1 1.6329 0.8005 -0.6074
N2 0.6846 1.6956 -0.0188
H1 -2.1434 -0.7770 0.4430
H2 -1.4084 -0.2587 -1.0819
H3 -1.0912 -1.8879 -0.4656
H4 0.0702 -0.7538 1.5713
H5 1.7596 -1.2444 -0.5235
H6 0.8350 2.6707 -0.2342

Cartesian forces (eV/Å) of the 6 atoms listed first:
C -0.10 -0.11 -0.06
C 0.50 -0.01 -0.28
C -0.06 0.03 0.01
C 0.03 0.14 -0.09
N -0.15 -0.37 0.15
N -0.26 0.24 0.23

Values from the calculation:
DFT total energy ... -265.432927 Eh
Net charge ... 0
LUMO ... 0.77 eV
Spin multiplicity ... 1
Relative energy (zero: lowest compared OMol25 entry of this formula, charge and spin) ... 64.4 kcal per mole
Frontier orbital gap ... 9.60 eV

(4)
C29H17Cl5N3O5PdS2 | the ωB97M-V functional and the def2-TZVPD basis

Element x y z (Å)
Pd1 0.1845 -0.1606 0.0503
Cl1 1.8311 2.6267 1.6886
C1 1.0042 1.4130 2.5577
C2 0.3486 0.3827 1.9056
C3 -0.3359 -0.5779 2.6326
Cl2 -1.0638 -1.8198 1.6335
C4 -0.4254 -0.5533 4.0158
Cl3 -1.3004 -1.7621 4.8469
C5 0.2239 0.4896 4.6813
Cl4 0.1452 0.5674 6.3876
C6 0.9277 1.4612 3.9597
Cl5 1.7092 2.7293 4.8071
C7 -4.4177 -6.0462 -3.7474
C8 -3.3578 -5.0230 -3.4768
C9 -2.7047 -4.3711 -4.5191
C10 -1.7146 -3.4351 -4.2670
C11 -1.3707 -3.1579 -2.9513
C12 -2.0023 -3.8013 -1.8929
C13 -2.9920 -4.7238 -2.1623
S1 -0.1162 -1.9827 -2.6236
O1 0.6680 -2.4083 -1.4942
O2 0.4980 -1.5809 -3.8518
N1 -0.9084 -0.6862 -1.9068
C14 -1.3625 0.3992 -2.5243
C15 -1.6023 0.5686 -3.8992
C16 -2.1053 1.7649 -4.3872
C17 -2.3530 2.8271 -3.5461
C18 -2.0867 2.7315 -2.1654
C19 -2.2821 3.8093 -1.2791
C20 -1.9637 3.6491 0.0430
C21 -1.4095 2.4375 0.4619
N2 -1.2464 1.3959 -0.3458
C22 -1.6035 1.5169 -1.6442
H1 -4.6873 -6.0686 -4.8012
H2 -5.3166 -5.8382 -3.1671
H3 -4.0683 -7.0403 -3.4657
H4 -2.9681 -4.6037 -5.5423
H5 -1.1923 -2.9443 -5.0763
H6 -1.6999 -3.5954 -0.8749
H7 -3.4844 -5.2328 -1.3438
H8 -1.3984 -0.2573 -4.5641
H9 -2.3054 1.8664 -5.4444
H10 -2.7571 3.7528 -3.9339
H11 -2.6673 4.7492 -1.6523
H12 -2.0828 4.4463 0.7608
H13 -1.0920 2.3138 1.4870
O3 1.3324 2.0207 -3.4340
S2 1.7745 2.2238 -2.0876
O4 1.2607 3.3651 -1.3865
N3 1.5184 0.8425 -1.2064
C23 2.6236 0.3843 -0.5932
O5 2.4809 -0.4766 0.2940
C24 3.8565 1.0468 -1.0645
C25 5.1763 0.7571 -0.7670
C26 6.1588 1.5394 -1.3611
C27 5.8255 2.5753 -2.2275
C28 4.4980 2.8696 -2.5276
C29 3.5359 2.0911 -1.9231
H14 5.4229 -0.0565 -0.0995
H15 7.2007 1.3399 -1.1521
H16 6.6132 3.1634 -2.6785
H17 4.2377 3.6703 -3.2051

Cartesian forces (eV/Å) of the 6 atoms listed first:
Pd -0.77 1.38 -1.74
Cl 0.10 0.08 -0.18
C -0.26 -0.30 0.24
C 0.15 -0.37 0.78
C 0.16 0.26 -0.04
Cl 0.00 0.08 0.25

Values from the calculation:
DFT total energy ... -4880.657972 Eh
Net charge ... +1
LUMO (spin up / spin down) ... -6.52 / -6.52 eV
Spin multiplicity ... 1
Relative energy (zero: lowest compared OMol25 entry of this formula, charge and spin) ... 0.0 kcal per mole
Frontier orbital gap (spin up / spin down) ... 4.24 / 4.24 eV

(5)
C4H8O2 | the ωB97M-V functional and the def2-TZVPD basis

Element x y z (Å)
C1 -0.3133 1.0268 -2.0247
C2 -0.4836 0.7236 -0.5449
O1 0.4097 -0.3390 -0.2110
C3 0.3768 -1.6753 1.7948
C4 0.6857 -0.4093 1.1337
O2 -0.4106 -0.5210 2.0169
H1 -0.5677 0.1558 -2.6387
H2 0.7171 1.3336 -2.2329
H3 -0.9874 1.8493 -2.2865
H4 -0.2287 1.5946 0.0736
H5 -1.5075 0.4051 -0.3059
H6 0.9709 -2.0223 2.6390
H7 -0.1014 -2.4241 1.1665
H8 1.4667 0.2857 1.4679

Cartesian forces (eV/Å) of the 6 atoms listed first:
C -0.19 0.14 0.24
C 0.16 -0.02 -0.20
O -0.09 -0.04 0.03
C 0.59 -0.27 -0.08
C 0.10 -0.11 0.04
O -0.38 0.43 0.01

Values from the calculation:
SMILES string ... CCO[C@@H]1CO1
DFT total energy ... -307.629123 Eh
Net charge ... 0
LUMO ... 1.15 eV
Spin multiplicity ... 1
Relative energy (zero: lowest compared OMol25 entry of this formula, charge and spin) ... 52.3 kcal per mole
Frontier orbital gap ... 11.42 eV

(6)
C5H6O2 | the ωB97M-V functional and the def2-TZVPD basis

Element x y z (Å)
O1 -2.0682 -0.1451 -2.1625
C1 -1.7680 0.5549 -1.2001
C2 -0.6576 0.2931 -0.3658
O2 -0.2038 1.1816 0.5537
C3 0.8283 0.6817 1.1900
C4 0.9099 -0.7865 0.9677
C5 0.4769 -0.6531 -0.4978
H1 -2.3811 1.4160 -0.8760
H2 0.9375 0.2050 -1.0708
H3 1.4075 1.3316 1.8228
H4 1.8798 -1.2395 1.1784
H5 0.1564 -1.3220 1.6102
H6 0.4824 -1.5177 -1.1498

Cartesian forces (eV/Å) of the 6 atoms listed first:
O 0.06 0.05 0.05
C -0.14 0.21 0.40
C -0.71 -0.60 0.33
O -1.21 0.52 -0.31
C 0.84 -0.19 1.15
C 0.28 0.43 -0.28

Values from the calculation:
DFT total energy ... -344.461839 Eh
Net charge ... 0
LUMO (spin up / spin down) ... -0.37 / 0.29 eV
Spin multiplicity ... 1
Relative energy (zero: lowest compared OMol25 entry of this formula, charge and spin) ... 87.9 kcal per mole
Frontier orbital gap (spin up / spin down) ... 7.40 / 8.27 eV